C54H128B5F20N7O7 | ωB97M-V/def2-TZVPD

Last column: Mulliken charge in e.
Cartesian coordinates (Å):
1 C -5.157 -4.732 -0.535  -0.98
2 O -3.852 -4.190 -0.379  -0.17
3 C -2.948 -4.950 -1.184  0.93
4 C -2.411 -6.166 -0.476  -0.93
5 N -1.822 -5.735 0.888  0.02
6 H -2.364 -4.950 1.254  0.37
7 H -1.894 -6.454 1.632  0.44
8 C -0.370 -5.292 0.674  -0.51
9 C 0.316 -4.905 1.968  -0.14
10 O -0.718 -4.242 2.728  -0.21
11 C -0.354 -3.762 4.045  -0.41
12 H -5.230 -5.738 -0.079  0.35
13 H -5.412 -4.864 -1.595  0.39
14 H -5.927 -4.121 -0.053  0.25
15 H -2.120 -4.266 -1.379  -1.10
16 H -3.392 -5.251 -2.139  0.61
17 H -1.577 -6.582 -1.054  0.41
18 H -3.171 -6.936 -0.430  0.44
19 H -0.483 -4.483 -0.066  -0.17
20 H 0.175 -6.013 0.089  0.49
21 H 1.157 -4.228 1.772  -0.04
22 H 0.735 -5.773 2.508  0.42
23 H 0.499 -3.105 4.043  0.15
24 H -0.147 -4.682 4.602  0.42
25 H -1.221 -3.207 4.361  -0.03
26 C 7.491 -0.456 -0.685  -0.14
27 O 7.458 -1.831 -0.905  -0.40
28 C 7.229 -2.711 0.183  -1.03
29 C 5.924 -3.428 -0.018  0.34
30 N 5.673 -3.865 -1.441  1.33
31 H 4.684 -4.016 -1.610  -0.42
32 H 5.935 -3.070 -2.030  0.16
33 C 6.479 -5.056 -1.835  -0.58
34 C 6.162 -5.206 -3.332  -0.50
35 O 6.451 -3.936 -3.920  -0.31
36 C 6.298 -3.786 -5.334  -0.91
37 H 8.452 -0.142 -0.263  0.27
38 H 6.690 -0.188 -0.001  0.17
39 H 7.356 -0.097 -1.705  -0.17
40 H 7.166 -2.248 1.147  0.68
41 H 8.087 -3.403 0.172  0.50
42 H 5.078 -2.870 0.355  -0.55
43 H 5.852 -4.359 0.542  0.38
44 H 6.201 -5.946 -1.241  0.29
45 H 7.513 -4.781 -1.691  0.42
46 H 5.078 -5.467 -3.466  0.21
47 H 6.773 -6.003 -3.778  0.47
48 H 7.272 -3.909 -5.868  0.28
49 H 5.913 -2.836 -5.675  0.27
50 H 5.657 -4.564 -5.725  0.39
51 C -3.080 3.107 -5.418  -0.41
52 O -4.149 2.673 -4.573  -0.48
53 C -3.823 2.599 -3.197  1.06
54 C -5.109 2.478 -2.379  -0.73
55 N -5.971 1.324 -2.964  -0.21
56 H -6.835 1.286 -2.434  0.44
57 H -6.183 1.571 -3.920  0.40
58 C -5.358 -0.093 -2.819  -1.10
59 C -5.008 -0.481 -1.452  0.08
60 O -3.658 -0.164 -1.249  0.42
61 C -3.119 -0.833 -0.073  -0.57
62 H -2.180 2.557 -5.189  -0.05
63 H -2.930 4.174 -5.267  0.30
64 H -3.482 2.933 -6.409  0.37
65 H -3.526 3.626 -2.869  0.25
66 H -2.996 1.889 -3.039  -0.37
67 H -5.770 3.346 -2.384  0.58
68 H -4.713 2.147 -1.417  0.11
69 H -4.644 -0.147 -3.632  0.30
70 H -6.168 -0.709 -3.210  0.50
71 H -5.198 -1.565 -1.373  0.11
72 H -5.665 0.042 -0.706  0.21
73 H -2.096 -0.502 -0.009  -0.28
74 H -3.253 -1.924 -0.198  -0.13
75 H -3.655 -0.445 0.760  0.60
76 C 5.629 0.744 -3.916  -1.82
77 C 4.676 -0.320 -3.411  1.08
78 C 3.312 -0.258 -4.196  -0.95
79 C 2.240 -1.141 -3.605  -0.82
80 N 0.965 -1.191 -4.361  1.43
81 C 0.121 0.036 -4.102  -0.26
82 C -1.125 -0.460 -3.323  0.78
83 C -0.622 -1.744 -2.636  1.10
84 C 0.178 -2.348 -3.752  -1.49
85 C 1.238 -1.367 -5.828  -1.42
86 C 1.928 -2.686 -6.162  0.03
87 C 1.789 -3.057 -7.661  -1.52
88 H 6.670 0.507 -3.692  0.46
89 H 5.376 1.659 -3.420  0.37
90 H 5.558 0.825 -5.011  0.38
91 H 4.424 -0.162 -2.371  -0.08
92 H 5.001 -1.354 -3.481  -0.54
93 H 3.524 -0.540 -5.257  0.70
94 H 2.880 0.744 -4.265  -0.04
95 H 2.083 -0.901 -2.555  -0.07
96 H 2.612 -2.164 -3.525  1.36
97 H -0.001 0.372 -5.133  0.27
98 H 0.654 0.764 -3.492  -0.94
99 H -1.961 -0.772 -3.941  0.47
100 H -1.498 0.405 -2.787  -0.64
101 H -1.328 -2.479 -2.277  -0.04
102 H -0.011 -1.505 -1.738  -1.09
103 H -0.519 -2.706 -4.534  0.38
104 H 0.955 -3.049 -3.443  0.81
105 H 1.804 -0.507 -6.173  0.75
106 H 0.265 -1.326 -6.327  0.72
107 H 1.422 -3.426 -5.567  0.13
108 H 2.991 -2.644 -5.933  -0.06
109 H 0.858 -3.528 -7.942  0.39
110 H 2.588 -3.810 -7.885  0.37
111 H 1.989 -2.195 -8.290  0.39
112 C -2.578 -4.156 7.572  -0.98
113 C -3.711 -3.389 8.239  -0.80
114 C -3.669 -1.905 7.813  -0.42
115 C -4.123 -1.753 6.384  -0.70
116 N -4.525 -0.338 6.041  1.13
117 C -5.854 0.046 6.758  -0.62
118 C -6.715 0.595 5.601  -0.62
119 C -6.349 -0.416 4.467  -0.87
120 C -4.846 -0.372 4.545  0.42
121 C -3.440 0.638 6.399  -1.41
122 C -2.049 0.345 5.744  0.89
123 C -1.093 1.501 6.134  -1.67
124 H -2.489 -5.147 8.047  0.44
125 H -1.641 -3.634 7.749  0.28
126 H -2.760 -4.311 6.489  0.17
127 H -3.617 -3.437 9.315  0.40
128 H -4.705 -3.805 7.971  0.30
129 H -2.636 -1.531 7.787  0.19
130 H -4.266 -1.343 8.526  0.44
131 H -4.979 -2.387 6.160  0.74
132 H -3.266 -2.007 5.739  -0.33
133 H -5.753 0.717 7.598  0.32
134 H -6.354 -0.894 7.058  0.37
135 H -6.505 1.626 5.324  0.35
136 H -7.788 0.568 5.913  0.44
137 H -6.687 -0.056 3.504  0.42
138 H -6.706 -1.446 4.609  0.38
139 H -4.527 0.541 4.055  -0.57
140 H -4.274 -1.203 4.068  0.18
141 H -3.419 0.713 7.484  0.64
142 H -3.802 1.585 5.986  0.63
143 H -2.144 0.244 4.653  -0.30
144 H -1.596 -0.566 6.116  0.25
145 H -0.142 1.388 5.617  0.34
146 H -0.926 1.595 7.246  0.40
147 H -1.415 2.483 5.802  0.37
148 C 1.676 10.733 -1.056  -1.25
149 C 1.672 9.509 -1.988  -0.82
150 C 1.713 8.091 -1.417  0.10
151 C 0.348 7.693 -0.858  -1.08
152 N 0.255 6.357 -0.318  1.09
153 C -1.057 6.060 0.298  -1.41
154 C -0.849 4.843 1.192  0.20
155 C 0.622 4.983 1.625  0.78
156 C 1.178 6.163 0.834  -1.58
157 C 0.589 5.341 -1.418  0.11
158 C -0.399 5.347 -2.581  -0.48
159 C -0.179 4.129 -3.469  -1.29
160 H 0.694 10.977 -0.709  0.35
161 H 2.042 11.580 -1.645  0.41
162 H 2.384 10.597 -0.214  0.28
163 H 2.662 9.573 -2.448  0.40
164 H 0.962 9.715 -2.792  0.34
165 H 2.503 8.094 -0.646  0.27
166 H 2.012 7.455 -2.238  0.15
167 H -0.367 7.706 -1.715  0.37
168 H 0.162 8.498 -0.139  0.44
169 H -1.930 5.951 -0.348  0.55
170 H -1.288 6.957 0.877  0.52
171 H -0.909 3.903 0.641  -0.36
172 H -1.596 4.761 1.989  0.68
173 H 1.242 4.141 1.354  -0.61
174 H 0.734 5.171 2.697  0.86
175 H 2.226 6.112 0.535  0.50
176 H 1.094 7.023 1.492  0.33
177 H 0.503 4.397 -0.910  -0.43
178 H 1.626 5.426 -1.750  0.84
179 H -0.202 6.193 -3.208  0.28
180 H -1.418 5.460 -2.157  0.09
181 H -0.738 4.163 -4.417  0.35
182 H -0.259 3.215 -2.925  0.01
183 H 0.873 4.125 -3.728  0.58
184 C -0.434 1.674 2.070  0.78
185 C 0.351 0.472 2.403  -0.47
186 O -0.091 -0.603 2.817  -0.54
187 N 1.754 0.533 2.080  0.49
188 H 1.949 1.359 1.505  0.32
189 H 2.164 0.694 3.096  0.68
190 C 2.254 -0.755 1.554  -1.17
191 H 0.019 2.160 1.201  -0.65
192 H -0.441 2.422 2.896  0.47
193 H -1.443 1.395 1.832  -0.25
194 H 3.239 -0.600 1.106  0.54
195 H 1.589 -1.090 0.769  0.16
196 H 2.446 -1.488 2.333  0.44
197 B -4.262 2.560 2.465  -0.03
198 F -3.273 1.899 3.284  -0.24
199 F -4.068 3.875 2.490  -0.26
200 F -4.214 2.031 1.093  -0.18
201 F -5.560 2.310 3.074  -0.37
202 B 2.550 3.246 4.001  0.45
203 F 2.700 3.110 2.548  -0.35
204 F 1.536 4.231 4.268  -0.40
205 F 1.940 1.989 4.456  -0.44
206 F 3.744 3.491 4.584  -0.26
207 B 4.967 -1.833 2.690  0.18
208 F 6.336 -2.141 3.000  -0.36
209 F 4.260 -1.118 3.626  -0.28
210 F 5.035 -0.989 1.461  -0.29
211 F 4.161 -3.018 2.249  -0.33
212 B 2.243 -4.559 -1.390  0.19
213 F 2.216 -5.162 -0.154  -0.23
214 F 1.055 -4.826 -2.174  -0.28
215 F 2.528 -3.145 -1.360  -0.21
216 F 3.311 -5.255 -2.152  -0.37
217 B 1.834 1.542 -1.260  -1.28
218 F 2.857 0.905 -0.608  -0.02
219 F 0.594 0.723 -1.177  0.08
220 F 1.483 2.793 -0.644  -0.10
221 F 2.162 1.734 -2.646  -0.30

Calculated values
Gap between HOMO and LUMO = 8.0827 eV
Total charge = +2
Energy above the lowest of the compared OMol25 structures with the same formula, charge and spin = 8.6 kcal per mole
HOMO energy = -12.17 eV
LUMO = -4.0862 eV

CH2O3P2 | ωB97M-V/def2-TZVPD

Last column: Mulliken spin population.
Cartesian coordinates (Å):
1 C -0.762 -0.987 0.723  1.35
2 O -1.642 0.843 -1.306  0.05
3 O 0.824 0.780 -0.682  0.05
4 O -0.853 1.785 0.972  0.01
5 P 1.644 -0.644 -0.467  0.53
6 P -0.795 0.660 -0.056  0.00
7 H -1.059 -1.932 0.201  -0.01
8 H 2.642 -0.505 0.615  0.01

Calculated values
Gap between HOMO and LUMO (alpha / beta) = 5.2754 / 5.9235 eV
2S+1 = 3
Total charge = -2
Energy above the lowest of the compared OMol25 structures with the same formula, charge and spin = 21.6 kcal per mole
HOMO energy (alpha / beta) = 2.30 / 1.50 eV
LUMO (alpha / beta) = 7.5795 / 7.4249 eV

C5H33N3O9 | ωB97M-V/def2-TZVPD

Last column: Mulliken charge in e.
Cartesian coordinates (Å):
1 N 1.645 -3.731 0.767  -0.59
2 C 0.326 -3.127 0.913  -0.87
3 C 0.307 -1.719 1.515  -0.41
4 C 1.002 -0.638 0.669  -0.19
5 C 0.139 -0.099 -0.475  0.54
6 N -0.689 1.027 -0.020  0.33
7 C -1.243 1.812 -1.140  -0.40
8 N -2.140 2.850 -0.685  -0.62
9 H 2.127 -3.820 1.652  0.27
10 H 2.186 -3.216 0.091  0.25
11 H -0.121 -3.157 -0.078  0.29
12 H -0.280 -3.749 1.576  0.41
13 H 0.828 -1.829 2.477  0.41
14 H -0.677 -1.384 1.797  0.23
15 H 1.308 0.128 1.359  -0.58
16 H 1.926 -1.079 0.299  0.51
17 H 0.837 0.256 -1.223  0.10
18 H -0.457 -0.903 -0.894  -0.18
19 H -1.465 0.665 0.523  -0.17
20 H -0.386 2.190 -1.692  0.51
21 H -1.861 1.190 -1.792  0.18
22 H -1.756 3.735 -0.398  0.26
23 H -2.780 2.490 0.009  0.21
24 O 1.985 2.424 0.116  -0.72
25 H 2.493 2.907 -0.547  0.30
26 H 1.157 2.155 -0.291  0.34
27 O 3.832 0.513 -0.465  -0.70
28 H 4.662 0.907 -0.179  0.27
29 H 3.074 0.988 -0.057  0.42
30 O -2.830 -1.517 -0.552  -0.66
31 H -3.291 -2.298 -0.226  0.31
32 H -2.765 -0.956 0.253  0.20
33 O 2.734 -0.544 -2.843  -0.69
34 H 3.084 -0.227 -1.985  0.33
35 H 2.441 -1.461 -2.810  0.31
36 O -1.658 2.196 2.825  -0.75
37 H -1.960 2.641 2.022  0.28
38 H -0.740 2.488 2.885  0.32
39 O 1.021 1.430 3.561  -0.69
40 H 0.884 0.495 3.728  0.32
41 H 1.231 1.542 2.628  0.39
42 O 0.417 0.776 -3.812  -0.69
43 H 1.305 0.476 -3.524  0.36
44 H -0.184 0.032 -3.657  0.35
45 O -2.804 -0.171 1.956  -0.61
46 H -2.477 0.640 2.381  0.30
47 H -3.584 -0.420 2.460  0.26
48 O -1.991 -1.205 -3.225  -0.63
49 H -2.651 -0.619 -3.615  0.34
50 H -2.165 -1.083 -2.277  0.22

Calculated values
Gap between HOMO and LUMO = 9.3879 eV
Total charge = 0
Energy above the lowest of the compared OMol25 structures with the same formula, charge and spin = 0.0 kcal per mole
HOMO energy = -9.25 eV
LUMO = 0.1420 eV
SMILES = NCCCCNCN.O.O.O.O.O.O.O.O.O